This record from OMol25 describes a single C7H9OPS molecule at a distorted geometry. The level of theory is ωB97M-V with the def2-TZVPD basis set.

Geometry as XYZ:
```
19
Properties=species:S:1:pos:R:3:forces:R:3
C 1.190858 2.316539 -3.238515 -3.957 -1.147 4.483
C 0.444339 2.031948 -2.324461 1.372 0.852 -2.104
C -1.299446 0.658924 -1.494058 -1.230 -0.107 -1.583
C -0.387094 1.612238 -1.274167 0.127 -1.055 -0.036
C -1.971112 -0.029665 -0.379652 -1.768 -1.706 1.920
C -0.050908 1.995627 0.111143 0.361 -0.060 2.441
C 1.128413 -1.606214 1.353774 0.045 0.529 3.466
O 0.263905 -0.849696 0.514476 1.823 -1.916 -1.247
P -0.749796 0.179976 1.068642 -1.304 3.412 -0.355
S -0.929245 -0.005446 3.033421 -0.802 0.737 -1.397
H 1.887296 2.462902 -3.902870 3.179 0.865 -3.311
H -1.581301 0.267086 -2.526538 0.726 0.852 1.367
H -3.079280 0.192219 -0.062863 2.113 0.197 -0.779
H -2.005954 -1.134624 -0.655078 0.115 1.172 0.637
H 1.058963 2.027229 0.404839 -1.493 -0.182 -0.857
H -0.443564 3.072006 0.314946 0.195 -2.133 0.320
H 0.824880 -1.152592 2.438980 1.591 -1.550 -2.203
H 2.197322 -1.461158 1.113681 -0.688 0.266 -0.088
H 0.942184 -2.706774 1.419678 -0.405 0.976 -0.675
```
Forces are in eV/Å.

Largest force on an atom in eV/Å: 6.09
Molecular weight in g mol⁻¹: 172.2
Net charge: 0
SMILES string: C#CC1=CC[P@@](=S)(OC)C1
E_LUMO in eV: 0.673
Relative energy (zero: lowest compared OMol25 entry of this formula, charge and spin) in kJ/mol: 302.1
DFT total energy in eV: -29573.0435
HOMO energy in eV: -8.92

Atomic partial charges in e from the natural (NBO) method, atoms 1 to 2: atom 1 (C): -0.18, atom 2 (C): -0.01